(1)
C33H46NP3V | wB97M-V/def2-TZVPD

- HOMO level (spin up / spin down): -3.69 / -4.32 eV
- Frontier orbital gap (spin up / spin down): 0.151 / 0.172 hartree
- Charge: 0
- 2S+1: 4
- Expectation value of S²: 3.80

Each line ends with the Löwdin spin population.
Element x y z (Å)
1 V 0.67 -2.73 0.20  2.251
2 P 0.02 -0.47 2.24  0.026
3 P -0.66 0.62 -4.18  0.007
4 P 0.10 -1.81 -1.73  0.132
5 N 0.44 -1.08 0.80  -0.008
6 C -0.97 3.44 -1.91  0.006
7 C -3.78 0.95 2.92  0.000
8 C 2.24 2.66 3.86  0.000
9 C 1.17 1.80 3.58  0.001
10 C -3.69 2.29 2.51  0.005
11 C -2.51 2.74 1.90  0.000
12 C -1.48 0.56 2.25  0.005
13 C -1.27 -2.92 -1.09  0.059
14 C -1.42 1.87 1.75  0.005
15 C 3.51 2.39 3.34  0.002
16 C 1.36 0.66 2.78  -0.001
17 C 1.27 0.81 -2.05  0.022
18 C -1.32 0.95 -2.55  0.013
19 C -2.12 0.88 -5.23  0.004
20 C 0.47 1.88 -4.78  0.001
21 C -0.53 -2.04 -3.51  0.064
22 C 0.36 3.47 -1.19  0.010
23 C 0.19 -3.17 2.94  0.062
24 C 2.66 0.37 2.32  0.002
25 C 0.06 -4.23 3.86  0.010
26 C -0.85 -2.72 5.52  0.004
27 C 2.73 -2.98 0.74  -0.009
28 C 1.89 1.43 -0.79  0.005
29 C -2.70 0.08 2.76  0.004
30 C 1.51 -3.04 -1.96  0.032
31 C -0.16 0.55 -1.74  0.053
32 C 3.72 1.24 2.57  0.000
33 C -0.06 -1.01 -4.52  0.009
34 C -1.93 2.24 -1.95  0.007
35 C 1.14 2.68 -0.41  0.008
36 C -0.17 -1.88 3.34  0.011
37 C -0.70 -1.66 4.63  0.001
38 C -0.47 -4.00 5.13  0.001
39 H 2.89 -2.68 1.78  0.003
40 H 1.71 -3.72 -1.09  0.024
41 H 0.18 2.02 4.00  0.000
42 H -0.96 -0.65 4.94  0.001
43 H -1.21 -2.51 6.53  0.000
44 H -2.30 2.04 -0.93  0.000
45 H -0.37 0.52 -0.67  0.002
46 H 0.53 2.76 -4.14  0.000
47 H -1.06 -3.46 -0.14  0.045
48 H 2.93 -4.07 0.63  0.007
49 H -2.42 3.77 1.56  0.000
50 H 1.47 1.46 -4.92  0.000
51 H -0.47 -1.27 -5.51  0.003
52 H 1.83 0.69 0.03  0.001
53 H 1.80 -0.13 -2.33  0.009
54 H -1.79 1.22 -6.22  0.000
55 H -0.58 -4.83 5.84  0.000
56 H -2.14 0.21 -2.47  0.004
57 H -4.71 0.59 3.37  0.000
58 H 2.95 1.62 -0.98  0.002
59 H -0.50 2.25 1.29  0.001
60 H 2.82 -0.54 1.73  0.000
61 H -2.79 -0.96 3.08  0.000
62 H -1.44 -3.65 -1.88  0.001
63 H 0.67 -3.36 1.95  0.053
64 H -0.19 -3.03 -3.83  0.004
65 H -1.63 -2.08 -3.48  0.005
66 H 0.13 2.22 -5.76  0.000
67 H 2.43 -2.50 -2.19  0.007
68 H 3.40 -2.42 0.07  0.002
69 H -2.82 2.52 -2.54  0.002
70 H 4.70 1.00 2.18  0.000
71 H 1.25 -3.69 -2.80  0.002
72 H 4.35 3.06 3.55  0.000
73 H -2.78 1.64 -4.80  0.001
74 H 0.71 4.52 -1.25  0.002
75 H -2.15 -2.27 -0.97  0.007
76 H -4.52 2.98 2.66  0.000
77 H 1.45 1.52 -2.87  0.000
78 H 1.48 3.10 0.54  0.001
79 H -1.56 4.27 -1.46  0.001
80 H 0.35 -5.24 3.58  0.002
81 H -2.69 -0.06 -5.35  0.001
82 H 2.08 3.54 4.48  0.000
83 H 1.03 -1.00 -4.63  0.002
84 H -0.80 3.76 -2.95  0.000

***

(2)
C30H48BN4O2Pt | wB97M-V/def2-TZVPD

- HOMO level: -10.44 eV
- Frontier orbital gap: 0.260 hartree
- Charge: +1

Each line ends with the Mulliken charge.
Element x y z (Å)
1 Pt 0.63 0.80 -0.78  1.580
2 O -0.43 2.76 -2.66  -0.361
3 O -0.46 3.61 -0.53  -0.158
4 N 2.67 0.98 -1.63  -0.879
5 N 0.40 0.05 1.33  -0.796
6 N -0.30 -1.40 -0.84  -0.321
7 N 5.04 0.86 -2.50  -0.138
8 C -2.08 4.14 -3.76  -1.815
9 C 2.86 2.01 -2.68  -0.323
10 C -0.67 -2.06 -1.93  -0.892
11 C -2.72 4.26 -0.96  -1.971
12 C -1.26 4.53 -1.32  1.612
13 C -2.83 -5.72 -1.90  -2.211
14 C -2.50 -5.11 -0.54  1.962
15 C -0.19 -0.73 3.95  0.386
16 C 2.92 -0.36 -2.21  -0.218
17 C -1.22 -2.48 5.47  -2.116
18 C 3.62 1.22 -0.52  -0.393
19 C 0.48 0.46 3.68  -0.617
20 C -3.81 -4.83 0.20  -1.526
21 C -0.90 5.95 -0.95  -1.785
22 C -0.65 -1.91 0.36  0.348
23 C -1.35 -0.05 6.04  -1.574
24 C -0.55 -1.50 2.85  0.089
25 C -0.48 -1.14 5.38  1.981
26 C -1.65 -6.10 0.25  -1.533
27 C -0.91 4.13 -2.80  1.613
28 C 0.75 0.81 2.37  -0.933
29 C -0.25 -1.10 1.56  -0.464
30 C 0.25 4.94 -3.37  -1.888
31 C 5.07 1.16 -1.07  -0.886
32 C 4.39 -0.42 -2.72  -0.911
33 C -1.38 -3.25 -1.90  -0.409
34 C -1.73 -3.80 -0.68  0.221
35 C -1.35 -3.09 0.46  -0.491
36 C 0.84 -1.26 6.15  -1.591
37 C 4.32 1.91 -3.21  -0.994
38 B -0.12 2.56 -1.34  0.365
39 H 5.65 0.39 -0.57  0.345
40 H 1.39 -0.32 6.17  0.340
41 H -0.69 -6.28 -0.24  0.380
42 H 4.85 2.85 -3.07  0.360
43 H -2.85 4.41 0.11  0.519
44 H 1.49 -2.02 5.69  0.370
45 H 0.65 -1.56 7.18  0.454
46 H -1.63 -3.73 -2.84  0.550
47 H -1.07 -2.43 3.00  0.475
48 H -3.38 -6.65 -1.75  0.437
49 H 2.65 2.98 -2.24  0.239
50 H -0.38 -1.61 -2.88  0.493
51 H -0.85 0.91 6.05  0.330
52 H -0.63 -3.29 5.04  0.426
53 H 4.33 1.68 -4.28  0.294
54 H -3.39 4.94 -1.49  0.364
55 H 4.96 -1.19 -2.19  0.325
56 H -2.19 -2.43 4.96  0.434
57 H 2.21 -0.52 -3.02  0.367
58 H -1.41 -2.72 6.51  0.418
59 H 1.11 4.92 -2.70  0.289
60 H -1.21 6.15 0.08  0.444
61 H -1.93 -5.96 -2.47  0.425
62 H -1.57 -0.34 7.07  0.455
63 H -0.05 5.97 -3.54  0.392
64 H 4.42 -0.65 -3.78  0.311
65 H 0.54 4.50 -4.33  0.463
66 H -4.42 -4.10 -0.33  0.378
67 H -4.39 -5.75 0.29  0.449
68 H -2.17 -7.06 0.33  0.455
69 H -2.85 3.43 -3.45  0.362
70 H 2.13 1.83 -3.47  0.525
71 H -3.63 -4.45 1.21  0.321
72 H -1.61 -3.48 1.43  0.390
73 H 0.18 6.11 -1.01  0.342
74 H -1.74 3.86 -4.75  0.444
75 H 5.58 2.11 -0.93  0.288
76 H 1.25 1.74 2.14  0.565
77 H -1.45 -5.75 1.27  0.315
78 H -3.00 3.23 -1.20  0.310
79 H 2.74 -1.11 -1.43  0.399
80 H 0.79 1.12 4.47  0.461
81 H -2.51 5.14 -3.81  0.358
82 H 3.39 2.20 -0.09  0.507
83 H -3.46 -5.06 -2.50  0.417
84 H -2.30 0.06 5.50  0.376
85 H -1.41 6.65 -1.60  0.356
86 H 3.44 0.47 0.24  0.320

***

(3)
C27H32HfN4O2 | wB97M-V/def2-TZVPD

- HOMO level (spin up / spin down): -12.86 / -12.86 eV
- Frontier orbital gap (spin up / spin down): 0.251 / 0.251 hartree
- Charge: +2

Each line ends with the natural charge from an NBO analysis.
Element x y z (Å)
1 Hf -0.01 0.58 0.48  2.641
2 O -1.42 1.86 0.17  -0.894
3 O 1.41 0.98 -0.95  -0.815
4 N -1.78 -0.91 0.23  -0.570
5 N 1.09 2.24 1.35  -0.671
6 N -0.15 -0.04 2.73  -0.577
7 N 0.57 -1.07 -0.90  -0.661
8 C -1.77 -1.65 -0.80  0.260
9 C 0.00 -3.16 -1.95  -0.231
10 C 2.50 -0.51 -2.48  -0.322
11 C 0.92 3.46 0.99  0.269
12 C 0.49 0.96 3.68  -0.215
13 C 0.49 -1.37 2.94  -0.438
14 C 2.30 1.74 2.02  -0.231
15 C 1.49 -0.21 -1.54  0.550
16 C 0.54 -3.10 -3.39  0.024
17 C -2.58 5.23 -0.57  -0.113
18 C 1.40 -3.20 -1.30  -0.235
19 C -0.33 5.38 0.21  -0.101
20 C -2.52 -1.14 2.54  -0.433
21 C -0.71 -1.13 -3.05  -0.247
22 C -1.46 6.01 -0.27  -0.223
23 C 2.04 -2.94 -2.88  -0.284
24 C 0.37 -4.34 -4.24  -0.626
25 C 1.43 -2.13 -0.36  -0.208
26 C 1.95 1.29 3.44  -0.439
27 C -1.61 -0.09 3.17  -0.225
28 C 2.77 -1.71 -3.06  -0.084
29 C -2.96 -0.85 1.11  -0.232
30 C -0.54 -1.74 -1.67  0.036
31 C -2.56 3.85 -0.41  -0.247
32 C -0.07 -1.86 -3.96  -0.103
33 C -0.29 3.99 0.39  -0.229
34 C -1.42 3.24 0.05  0.349
35 H 2.31 -1.77 0.16  0.219
36 H -3.37 0.15 1.03  0.232
37 H 0.02 -1.58 -5.00  0.247
38 H -0.11 1.86 3.61  0.223
39 H 0.36 0.56 4.68  0.225
40 H 3.14 0.34 -2.69  0.258
41 H -1.58 -0.25 4.25  0.226
42 H -2.08 -2.13 2.61  0.226
43 H 2.61 0.47 3.73  0.235
44 H -3.41 -1.16 3.17  0.264
45 H -2.65 -2.21 -1.12  0.216
46 H 0.55 5.97 0.47  0.230
47 H 3.08 2.50 2.00  0.243
48 H -1.48 7.08 -0.40  0.248
49 H 0.68 -5.23 -3.69  0.225
50 H 0.37 -1.68 3.98  0.226
51 H -2.02 0.91 3.01  0.226
52 H 2.17 2.10 4.14  0.255
53 H -3.71 -1.57 0.78  0.223
54 H 3.69 -1.76 -3.64  0.239
55 H -1.24 -0.20 -3.23  0.242
56 H 2.62 -3.80 -3.22  0.247
57 H 1.77 -4.16 -0.94  0.269
58 H 1.55 -1.30 2.71  0.223
59 H -0.70 -3.96 -1.71  0.245
60 H -0.67 -4.47 -4.54  0.232
61 H -3.48 5.71 -0.94  0.243
62 H 1.73 4.17 1.17  0.209
63 H 0.98 -4.27 -5.14  0.235
64 H 2.69 0.90 1.43  0.215
65 H -3.43 3.25 -0.66  0.240
66 H 0.06 -2.11 2.27  0.239

***

(4)
C25H37N2PdS | wB97M-V/def2-TZVPD

- HOMO level (spin up / spin down): -9.48 / -10.64 eV
- Frontier orbital gap (spin up / spin down): 0.275 / 0.202 hartree
- Charge: +1
- 2S+1: 5
- Expectation value of S²: 6.06

Each line ends with the Löwdin spin population.
Element x y z (Å)
1 Pd 0.20 1.19 -0.83  0.693
2 S 0.71 3.42 -0.08  0.101
3 N 3.16 3.19 0.94  0.022
4 N 1.45 2.47 2.31  0.012
5 C 0.24 -3.62 3.27  0.106
6 C 0.34 -4.98 2.86  0.040
7 C 0.82 -2.86 1.01  0.079
8 C -1.96 -0.24 -1.29  0.315
9 C -2.41 2.31 -1.17  0.008
10 C -1.92 1.77 1.90  0.049
11 C -2.40 -2.66 -0.52  0.024
12 C -2.02 -0.62 1.00  0.229
13 C -2.22 -0.35 -2.73  0.053
14 C 2.43 -0.71 -3.21  0.288
15 C 1.84 2.97 1.14  0.034
16 C 4.18 3.09 1.99  0.002
17 C 2.28 2.51 3.51  0.001
18 C 0.23 -2.68 2.32  0.677
19 C 3.71 2.17 3.11  0.000
20 C 1.00 -1.30 -3.30  0.038
21 C -2.08 -1.24 -0.30  0.199
22 C -1.85 0.76 0.85  0.304
23 C 0.46 -5.28 1.49  -0.012
24 C 2.52 0.44 -2.51  -0.003
25 C 3.41 -1.82 -2.76  0.038
26 C 0.75 -4.24 0.62  0.035
27 C -1.83 1.07 -0.60  0.110
28 C 1.42 1.43 -2.45  0.269
29 C -2.27 -1.30 2.27  0.057
30 H -3.08 0.27 -3.03  0.015
31 H -1.97 2.48 -2.16  0.002
32 H 3.72 -1.53 -1.75  0.007
33 H 5.09 2.70 1.53  0.001
34 H 0.30 -0.98 -4.09  0.006
35 H 1.03 -2.42 -3.26  0.001
36 H -1.80 -3.32 0.11  0.005
37 H 0.37 -5.76 3.62  0.005
38 H 2.23 3.51 3.97  0.001
39 H 1.01 -4.48 -0.45  0.006
40 H -2.90 2.28 1.94  0.019
41 H 1.88 1.78 4.21  0.000
42 H -1.62 -0.90 3.06  0.016
43 H 1.78 2.47 -2.25  0.013
44 H -2.43 -1.39 -3.02  -0.001
45 H -1.36 0.00 -3.32  0.017
46 H 3.39 0.59 -1.84  -0.005
47 H 4.31 -2.08 -3.36  0.008
48 H 4.39 4.10 2.39  0.001
49 H 3.39 3.65 0.06  0.000
50 H 2.82 -2.76 -2.64  0.004
51 H -2.06 -2.37 2.22  0.005
52 H 3.75 1.13 2.77  0.000
53 H 0.56 -0.99 -2.34  0.023
54 H -1.18 2.56 1.70  0.009
55 H 0.20 -3.34 4.32  0.018
56 H -2.20 3.16 -0.53  0.001
57 H -3.32 -1.17 2.59  0.016
58 H 0.43 2.47 2.46  0.000
59 H -1.72 1.34 2.89  0.001
60 H 0.68 1.35 -3.28  0.020
61 H 4.36 2.27 3.97  0.000
62 H -3.46 -2.86 -0.28  0.010
63 H -2.24 -2.95 -1.56  0.000
64 H -3.51 2.24 -1.30  0.001
65 H 1.26 -2.33 0.13  0.005
66 H 0.41 -6.30 1.07  0.000